{
  "formula": "C5H8S3",
  "method": "ωB97M-V/def2-TZVPD",
  "symbols": ["S", "S", "S", "C", "C", "C", "C", "C", "H", "H", "H", "H", "H", "H", "H", "H"],
  "xyz": [[0.23372, 1.57266, -0.53681], [1.95613, -0.84311, -0.96981], [-2.41396, -1.52490, -0.35277], [2.46392, -0.80082, 0.82497], [-1.60595, 1.44225, 0.20788], [-1.88340, 0.14761, -0.44238], [0.21820, -0.21644, -0.89135], [-0.87676, -0.76950, -0.02144], [-0.07885, -0.03552, -1.98265], [-1.27674, 1.43538, 1.36447], [-1.70980, 0.43420, -1.47369], [1.64077, -1.22860, 1.40275], [3.49231, -1.42433, 0.92267], [-0.70538, -0.90452, 1.03898], [-2.14109, 2.35159, -0.09767], [2.68687, 0.36405, 1.00685]],
  "forces_ev_per_angstrom": [[-1.0, 0.9, 1.4], [-0.5, -0.3, 0.7], [-1.6, -1.1, -0.4], [2.3, 1.6, -0.9], [2.2, 1.6, 3.2], [-1.7, 2.2, -0.2], [2.0, -0.3, -2.3], [2.5, -1.1, -0.4], [0.5, -1.9, 1.3], [-1.6, 0.0, -2.5], [-0.8, -0.6, -0.3], [0.5, 0.2, 0.2], [-2.6, 1.5, -0.2], [0.5, 0.7, 0.0], [0.0, -0.5, 0.2], [-0.6, -2.9, 0.2]],
  "e_above_lowest_kcal_mol": 87.4,
  "e_tot_ha": -1389.72629,
  "max_force_ev_per_a": 4.17,
  "orbital_gap_ev": 9.12,
  "smiles": "CS[C@@H]1SC[C@@H]2S[C@@H]12",
  "e_homo_ha": -0.31867
}